Record 1
Molecular formula: C17H28N2O4S
Method: DFT, ωB97M-V/def2-TZVPD

Electronic energy in hartree: -1473.1986
Energy above the lowest of the compared OMol25 structures with the same formula, charge and spin in kJ/mol: 190.3
E_LUMO in eV: 0.67
Largest force on an atom in eV Å⁻¹: 0.98
Net charge: 0

XYZ file:
```
52
C17H28N2O4S (ωB97M-V/def2-TZVPD)
C -4.61 -1.21 -1.76
O -3.90 -1.11 -0.55
C -3.07 -0.04 -0.38
C -2.80 0.93 -1.33
C -1.91 1.95 -1.06
C -1.27 2.04 0.17
C -0.24 3.10 0.41
C 1.12 2.67 -0.19
N 1.87 1.85 0.75
C 2.85 2.60 1.50
C 2.32 0.55 0.29
C 3.13 0.51 -1.02
C 3.57 -0.93 -1.31
C 2.35 -1.85 -1.36
N 1.63 -1.73 -0.12
S 0.75 -3.01 0.45
C -0.80 -3.05 -0.50
O 1.49 -4.20 0.14
O 0.43 -2.73 1.82
C 1.13 -0.41 0.16
C -1.55 1.08 1.14
C -2.44 0.04 0.89
O -2.77 -0.95 1.76
C -2.12 -1.01 3.00
H -3.94 -1.33 -2.62
H -5.26 -0.34 -1.92
H -5.23 -2.10 -1.66
H -3.28 0.89 -2.30
H -1.71 2.69 -1.82
H -0.11 3.28 1.47
H -0.55 4.03 -0.07
H 0.93 2.13 -1.11
H 1.70 3.57 -0.45
H 2.36 3.46 1.95
H 3.69 2.96 0.88
H 3.25 1.98 2.29
H 2.96 0.15 1.09
H 4.01 1.15 -0.93
H 2.53 0.88 -1.85
H 4.23 -1.27 -0.52
H 4.10 -0.98 -2.26
H 2.64 -2.89 -1.46
H 1.71 -1.57 -2.21
H -1.23 -4.03 -0.36
H -1.47 -2.29 -0.11
H -0.56 -2.89 -1.54
H 0.60 -0.46 1.11
H 0.44 -0.07 -0.62
H -1.05 1.14 2.09
H -1.06 -1.27 2.89
H -2.23 -0.08 3.57
H -2.62 -1.82 3.54
```

***

Record 2
Molecular formula: C17H28N4O3
Method: DFT, ωB97M-V/def2-TZVPD

Electronic energy in hartree: -1109.3811
Energy above the lowest of the compared OMol25 structures with the same formula, charge and spin in kJ/mol: 156.3
E_LUMO in eV: 0.81
Largest force on an atom in eV Å⁻¹: 0.61
Net charge: 0

XYZ file:
```
52
C17H28N4O3 (ωB97M-V/def2-TZVPD)
C -5.09 -0.66 -0.53
N -3.64 -0.63 -0.56
C -3.05 -1.92 -0.85
C -2.69 -2.68 0.43
N -1.70 -1.89 1.12
C -1.75 -0.54 1.08
O -0.83 0.15 1.47
C -3.11 0.01 0.65
C -3.12 1.54 0.46
C -1.79 2.26 0.63
O -1.61 3.02 1.57
N -0.89 2.20 -0.38
C 0.40 2.81 -0.11
C 1.51 2.12 -0.91
N 1.36 0.69 -0.87
C 2.40 -0.17 -0.34
C 3.72 -0.04 -1.10
C 4.73 -1.03 -0.54
C 4.94 -0.81 0.96
C 3.62 -0.92 1.71
C 2.61 0.08 1.16
C 0.16 0.16 -1.20
O -0.06 -1.03 -1.29
C -0.90 1.23 -1.46
H -5.46 -0.99 -1.50
H -5.50 -1.33 0.24
H -5.47 0.35 -0.35
H -2.12 -1.76 -1.41
H -3.74 -2.50 -1.47
H -3.58 -2.81 1.06
H -2.28 -3.66 0.20
H -0.79 -2.29 1.31
H -3.75 -0.24 1.51
H -3.51 1.76 -0.53
H -3.78 1.99 1.20
H 0.37 3.88 -0.37
H 0.58 2.72 0.96
H 2.48 2.39 -0.49
H 1.49 2.46 -1.95
H 2.02 -1.19 -0.48
H 3.56 -0.22 -2.16
H 4.12 0.98 -0.99
H 5.68 -0.93 -1.07
H 4.37 -2.05 -0.71
H 5.65 -1.54 1.34
H 5.37 0.18 1.12
H 3.78 -0.74 2.77
H 3.22 -1.94 1.60
H 1.65 -0.01 1.67
H 2.98 1.09 1.32
H -0.69 1.74 -2.40
H -1.87 0.74 -1.53
```

***

Record 3
Molecular formula: C17H28NO
Method: DFT, ωB97M-V/def2-TZVPD

Electronic energy in hartree: -793.7908
Energy above the lowest of the compared OMol25 structures with the same formula, charge and spin in kJ/mol: 1480.3
E_LUMO in eV: -2.50
Largest force on an atom in eV Å⁻¹: 18.38
Net charge: +1

XYZ file:
```
47
C17H28NO (ωB97M-V/def2-TZVPD)
C 2.03 2.21 -3.58
C 2.52 0.75 -3.22
N 1.72 -0.13 -2.30
C 2.67 -1.21 -1.73
C 1.72 -1.92 -0.66
C 0.26 -0.59 -3.20
C -0.85 0.01 -2.69
O -1.00 1.44 -3.29
C -0.85 0.11 -1.20
C -1.48 -0.82 -0.35
C -1.20 -0.85 1.00
C -0.72 0.17 1.57
C -0.88 0.44 3.19
C -2.12 0.04 3.92
C -1.99 -1.05 4.66
C -0.65 -1.30 4.96
C 0.24 -0.70 3.75
C -0.45 1.30 0.87
C -0.18 1.25 -0.42
H 2.69 2.57 -4.48
H 1.88 2.76 -2.62
H 0.90 2.17 -3.98
H 2.74 0.27 -4.37
H 3.46 0.99 -2.94
H 1.31 0.56 -1.66
H 3.42 -0.55 -1.38
H 2.92 -1.69 -2.64
H 2.59 -2.30 -0.13
H 0.91 -2.25 -0.91
H 1.78 -0.99 0.08
H 0.52 -0.25 -4.26
H 0.40 -1.40 -3.05
H -1.62 -0.52 -2.94
H -1.78 1.85 -3.06
H -1.97 -1.74 -0.95
H -1.79 -1.67 1.59
H -0.32 1.38 3.46
H -2.30 1.13 4.42
H -2.95 0.20 3.12
H -2.53 -1.90 4.01
H -2.64 -1.20 5.57
H -0.21 -0.42 5.79
H -0.22 -2.24 5.40
H 1.17 -0.81 3.89
H 0.10 -1.70 3.14
H 0.26 2.29 1.38
H 0.05 2.01 -1.08
```

***

Record 4
Molecular formula: C17H28NO2P2STm
Method: DFT, ωB97M-V/def2-TZVPD

Electronic energy in hartree: -3035.4510
E_LUMO (spin up / spin down) in eV: -6.53 / -6.51
Largest force on an atom in eV Å⁻¹: 2.98
Net charge: +2
2S+1: 3

XYZ file:
```
52
C17H28NO2P2STm (ωB97M-V/def2-TZVPD)
Tm 0.03 -0.20 0.41
P 1.66 1.52 -0.94
C 0.33 2.36 -1.96
C -1.07 1.76 -1.83
N -1.40 0.73 -1.00
C -2.60 0.08 -1.14
C -3.51 0.54 -2.06
C -3.24 1.66 -2.83
C -2.00 2.26 -2.70
C -3.04 -1.13 -0.30
P -2.22 -1.31 1.36
H -1.71 3.10 -3.31
H -4.48 0.06 -2.10
H -3.94 2.02 -3.57
H -4.13 -1.04 -0.12
H -2.86 -2.07 -0.86
H 0.35 3.44 -1.91
H 0.65 2.23 -3.03
H -0.45 4.43 2.02
O -0.81 5.25 1.76
H -1.55 4.93 1.22
H 1.50 0.67 2.35
O 0.54 0.77 2.38
H 0.33 1.17 3.28
C -3.32 -0.30 2.44
H -4.37 -0.65 2.37
H -2.95 -0.42 3.48
H -3.25 0.78 2.16
C -2.62 -2.99 1.87
H -2.15 -3.14 2.86
H -3.70 -3.16 1.95
H -2.18 -3.70 1.16
C 2.58 1.15 -2.49
H 2.95 2.08 -2.94
H 3.40 0.44 -2.31
H 1.87 0.69 -3.19
C 2.66 2.93 -0.29
H 3.55 2.53 0.22
H 3.01 3.62 -1.10
H 2.09 3.52 0.45
S 0.49 -2.34 -0.93
C 1.91 -2.77 -0.04
C 1.78 -3.36 1.25
C 2.92 -3.66 1.98
C 4.18 -3.38 1.45
C 4.32 -2.79 0.20
C 3.20 -2.50 -0.56
H 0.77 -3.51 1.64
H 2.81 -4.11 2.97
H 5.07 -3.61 2.04
H 5.32 -2.57 -0.21
H 3.26 -1.99 -1.53
```

***

Record 5
Molecular formula: C17H29BrI2N3O3
Method: DFT, ωB97M-V/def2-TZVPD

Electronic energy in hartree: -4224.1235
Energy above the lowest of the compared OMol25 structures with the same formula, charge and spin in kJ/mol: 367.9
E_LUMO in eV: -4.98
Largest force on an atom in eV Å⁻¹: 8.23
Net charge: +1

XYZ file:
```
55
C17H29BrI2N3O3 (ωB97M-V/def2-TZVPD)
C 2.51 1.19 5.23
C 1.62 1.69 3.96
O 0.79 2.62 4.14
O 1.90 1.04 2.71
C 0.71 0.85 1.90
N 1.20 0.68 0.48
C 0.85 -0.23 -0.44
C 1.72 -0.02 -1.82
I 1.76 -2.04 -2.65
C 3.04 0.60 -1.12
Br 3.68 1.92 -2.52
C 4.14 -0.37 -0.45
C 5.60 0.28 -0.26
C 5.75 1.25 1.02
I 6.02 0.22 2.92
C 2.25 1.59 -0.10
N 1.53 2.57 -1.01
C 1.08 3.56 -0.25
O 0.89 4.53 0.52
H 1.87 1.04 6.17
H 3.25 2.05 5.43
H 3.15 0.28 4.94
H 0.17 -0.14 2.20
H -0.04 1.72 1.92
H 0.04 -1.03 -0.28
H 1.22 0.58 -2.67
H 4.27 -1.30 -1.13
H 3.73 -0.73 0.56
H 6.33 -0.61 -0.08
H 6.01 0.81 -1.20
H 4.91 2.03 1.14
H 6.73 1.87 0.84
H 2.85 2.28 0.59
C -2.76 -3.01 -2.71
C -4.10 -2.38 -2.37
N -4.28 -2.07 -0.96
C -5.65 -1.72 -0.60
C -6.25 -0.46 -1.21
C -3.25 -1.22 -0.35
C -3.02 0.16 -0.96
H -2.58 -3.91 -2.11
H -2.74 -3.30 -3.76
H -1.93 -2.32 -2.55
H -4.88 -3.10 -2.67
H -4.24 -1.49 -3.00
H -5.74 -1.67 0.49
H -6.29 -2.57 -0.89
H -5.86 0.44 -0.73
H -7.33 -0.45 -1.06
H -6.07 -0.39 -2.29
H -2.30 -1.77 -0.38
H -3.46 -1.10 0.72
H -2.98 0.13 -2.06
H -2.05 0.55 -0.62
H -3.78 0.87 -0.65
```

***

Record 6
Molecular formula: C17H29ClNO6P2Sc
Method: DFT, ωB97M-V/def2-TZVPD

Electronic energy in hartree: -3074.8237
Energy above the lowest of the compared OMol25 structures with the same formula, charge and spin in kJ/mol: 0.0
E_LUMO in eV: -0.97
Largest force on an atom in eV Å⁻¹: 4.25
Net charge: 0

XYZ file:
```
57
C17H29ClNO6P2Sc (ωB97M-V/def2-TZVPD)
C -0.91 3.69 -2.52
C -0.97 2.55 -1.73
N 0.15 1.97 -1.22
C 1.34 2.61 -1.42
C 1.44 3.77 -2.18
C 0.31 4.31 -2.76
C -2.37 2.02 -1.47
P -2.45 0.48 -0.48
Sc 0.08 -0.13 -0.32
P 2.60 0.47 0.02
C 2.64 2.12 -0.79
C -0.14 -1.86 2.26
C -0.58 -1.75 3.60
C -0.51 -2.84 4.46
C 0.04 -4.05 4.03
C 0.50 -4.17 2.71
C 0.38 -3.11 1.82
O -2.36 -2.16 -5.35
O 0.36 -1.95 -1.51
H -1.85 4.08 -2.93
H 2.42 4.22 -2.31
H 0.37 5.20 -3.39
C -3.25 1.07 1.04
C -3.75 -0.48 -1.32
H 3.42 2.08 -1.57
H 2.98 2.85 -0.03
H -2.85 1.83 -2.37
H -2.95 2.78 -0.92
C 3.44 0.78 1.60
C 3.82 -0.47 -0.94
H -1.00 -0.82 3.94
H -0.88 -2.72 5.48
H 0.11 -4.90 4.72
H 0.93 -5.11 2.37
H 0.68 -3.19 0.77
H 0.66 -4.34 -2.96
H 0.25 -1.91 -2.47
H -2.11 -2.95 -5.75
H -1.96 -1.46 -5.88
H 0.19 -5.02 -3.17
H -4.13 0.45 1.25
H -2.54 1.01 1.89
H -3.55 2.12 0.92
H -4.71 -0.36 -0.81
H -3.82 -0.18 -2.37
H -3.45 -1.54 -1.29
H 4.65 -0.77 -0.29
H 3.31 -1.36 -1.34
H 4.20 0.14 -1.78
H 4.39 0.24 1.62
H 3.61 1.86 1.74
H 2.79 0.43 2.42
O 1.20 0.26 3.56
Cl 0.39 1.56 3.57
O -1.07 1.17 3.60
O 0.71 2.29 4.82
O -0.21 -0.84 1.45
```

***

Record 7
Molecular formula: C17H29FMnO10V
Method: DFT, ωB97M-V/def2-TZVPD

Electronic energy in hartree: -3611.8264
Energy above the lowest of the compared OMol25 structures with the same formula, charge and spin in kJ/mol: 19.5
E_LUMO (spin up / spin down) in eV: -10.28 / -9.68
Largest force on an atom in eV Å⁻¹: 4.78
Net charge: +2
2S+1: 7

XYZ file:
```
59
C17H29FMnO10V (ωB97M-V/def2-TZVPD)
O 0.12 -2.50 -3.06
V -1.16 -1.60 -3.44
Mn -3.05 1.01 -2.26
F -3.09 -0.68 -3.65
C -0.32 -0.20 -0.75
O -1.04 -0.10 -1.96
H -1.01 -0.18 0.10
H 0.26 -1.12 -0.64
H 0.44 0.57 -0.66
O 2.30 -1.51 1.16
C 2.05 -2.69 1.37
O 2.16 -3.30 2.53
C 2.65 -2.58 3.65
C 2.82 -3.54 4.81
C 1.45 -3.54 0.27
H 1.88 -1.86 3.98
H 3.49 -1.91 3.47
H 3.34 -3.15 5.68
H 3.15 -4.55 4.55
H 1.79 -3.81 5.11
H 2.15 -4.31 -0.04
H 1.34 -2.83 -0.54
H 0.52 -3.96 0.66
O -2.09 2.08 -3.70
C -1.53 2.56 -4.68
O -0.36 3.14 -4.55
C 0.00 3.80 -5.78
C -1.30 3.96 -6.57
C -2.11 2.74 -6.04
H 0.73 3.29 -6.42
H 0.50 4.74 -5.56
H -1.10 3.69 -7.60
H -1.86 4.88 -6.46
H -2.06 1.94 -6.77
H -3.16 2.98 -5.82
O -1.09 2.66 1.88
C 0.09 2.42 1.82
O 0.64 1.51 2.62
C 2.09 1.59 2.51
C 2.34 2.09 1.07
C 1.07 2.91 0.76
H 2.45 0.58 2.66
H 2.45 2.23 3.32
H 2.43 1.17 0.50
H 3.27 2.64 0.95
H 0.71 2.64 -0.22
H 1.20 3.97 0.96
O -0.43 -3.18 3.64
C -1.29 -2.50 3.15
O -2.48 -2.96 2.75
C -3.16 -1.98 1.94
C -2.56 -0.61 2.45
C -1.21 -1.00 2.98
H -4.22 -1.97 2.18
H -2.94 -2.15 0.89
H -3.31 -0.20 3.11
H -2.56 0.04 1.56
H -0.93 -0.51 3.91
H -0.44 -0.82 2.23
```

***

Record 8
Molecular formula: C17H29N2O8Si3V
Method: DFT, ωB97M-V/def2-TZVPD

Electronic energy in hartree: -3188.8414
Energy above the lowest of the compared OMol25 structures with the same formula, charge and spin in kJ/mol: 22.6
E_LUMO (spin up / spin down) in eV: -5.13 / -4.50
Largest force on an atom in eV Å⁻¹: 0.98
Net charge: +1
2S+1: 2

XYZ file:
```
60
C17H29N2O8Si3V (ωB97M-V/def2-TZVPD)
V 0.07 0.17 0.57
O 3.84 0.60 0.35
C 2.78 1.11 0.45
O 1.72 0.44 1.12
C 2.33 2.43 -0.02
C 3.24 3.48 -0.02
C 2.79 4.74 -0.36
C 1.48 5.01 -0.67
C 0.58 3.95 -0.67
C 1.00 2.64 -0.41
O 0.17 1.59 -0.58
N -0.84 4.28 -0.94
O -1.05 5.22 -1.66
O -1.69 3.54 -0.48
N 3.76 5.87 -0.35
O 3.31 6.97 -0.57
O 4.92 5.59 -0.13
H 4.27 3.31 0.25
H 1.14 6.01 -0.90
C -3.04 0.78 0.75
O -1.82 -0.01 0.61
Si -1.75 -1.72 -0.03
C -2.83 -2.64 1.15
C -2.52 -1.57 -1.70
C 0.10 -1.76 0.09
Si 0.74 -2.45 1.78
C 0.10 -4.18 2.01
C 0.04 -1.30 3.12
C 2.59 -2.47 1.97
Si 0.95 -2.34 -1.53
C 2.79 -2.47 -1.31
C 0.28 -4.02 -1.99
C 0.59 -1.10 -2.89
H -3.69 0.24 1.44
H -3.47 0.89 -0.24
H -2.75 1.75 1.15
H -3.86 -2.30 1.04
H -2.53 -2.53 2.19
H -2.83 -3.71 0.90
H -3.60 -1.44 -1.60
H -2.36 -2.48 -2.29
H -2.12 -0.74 -2.27
H -0.97 -4.24 2.22
H 0.62 -4.63 2.86
H 0.31 -4.79 1.14
H -0.92 -0.81 2.93
H 0.76 -0.52 3.41
H -0.13 -1.91 4.01
H 3.00 -3.42 1.67
H 2.80 -2.34 3.04
H 3.11 -1.68 1.44
H 3.09 -3.26 -0.64
H 3.25 -1.54 -0.97
H 3.21 -2.70 -2.30
H 0.44 -4.75 -1.19
H 0.81 -4.39 -2.87
H -0.78 -4.02 -2.24
H 0.21 -0.14 -2.53
H -0.13 -1.48 -3.62
H 1.51 -0.88 -3.43
```

***

Record 9
Molecular formula: C17H29N3O2S2
Method: DFT, ωB97M-V/def2-TZVPD

Electronic energy in hartree: -1776.3139
Energy above the lowest of the compared OMol25 structures with the same formula, charge and spin in kJ/mol: 4.6
E_LUMO in eV: 0.42
Largest force on an atom in eV Å⁻¹: 1.19
Net charge: 0

XYZ file:
```
53
C17H29N3O2S2 (ωB97M-V/def2-TZVPD)
C 1.77 -0.33 4.41
C 1.08 0.52 3.39
C 0.81 1.86 3.63
C 0.14 2.64 2.70
C -0.21 2.08 1.49
S -1.11 3.00 0.25
O -2.06 2.10 -0.34
O -1.59 4.23 0.81
N 0.09 3.28 -0.92
C 1.10 4.19 -0.41
C -0.49 3.71 -2.18
C 0.07 0.76 1.20
C 0.68 -0.05 2.16
N 0.92 -1.39 1.92
C 0.23 -2.28 1.14
S 0.98 -3.73 0.83
N -1.00 -1.94 0.74
C -1.89 -2.67 -0.14
C -2.32 -4.00 0.48
C -1.27 -2.88 -1.53
C -0.92 -1.56 -2.24
C 0.57 -1.20 -2.20
C 1.40 -2.14 -3.08
C 0.77 0.24 -2.65
H 2.75 -0.63 4.06
H 1.19 -1.22 4.63
H 1.90 0.23 5.34
H 1.10 2.28 4.58
H -0.11 3.67 2.90
H 1.51 3.76 0.50
H 0.67 5.17 -0.18
H 1.89 4.30 -1.15
H -0.85 4.74 -2.13
H 0.26 3.62 -2.96
H -1.32 3.05 -2.39
H -0.19 0.40 0.22
H 1.74 -1.80 2.35
H -1.37 -1.07 1.11
H -2.78 -2.03 -0.25
H -1.47 -4.66 0.58
H -3.07 -4.48 -0.15
H -2.75 -3.83 1.47
H -2.00 -3.44 -2.12
H -0.39 -3.50 -1.43
H -1.21 -1.63 -3.29
H -1.50 -0.75 -1.80
H 0.94 -1.30 -1.17
H 1.31 -3.17 -2.75
H 2.45 -1.87 -3.04
H 1.06 -2.08 -4.11
H 1.83 0.51 -2.60
H 0.44 0.36 -3.68
H 0.22 0.93 -2.02
```